[1]
{
  "formula": "C5H9FN3",
  "method": "ωB97M-V with the def2-TZVPD basis set",
  "elements": ["C", "C", "C", "C", "C", "N", "N", "N", "F", "H", "H", "H", "H", "H", "H", "H", "H", "H"],
  "positions_angstrom": [[0.58126, -1.46509, -0.31549], [1.82936, -1.45361, 0.25245], [1.89208, 1.33174, -0.02440], [-0.31037, 0.72481, -0.85400], [-1.71599, -0.93564, 0.53656], [0.79314, 1.46274, -0.49553], [2.98237, 1.76860, 0.50243], [-0.36432, -0.48038, 0.12130], [2.64376, -2.48335, -0.24340], [0.08312, -2.29294, -0.90790], [-1.11154, 1.38163, -0.67368], [-0.15396, 0.36258, -1.85489], [-2.22988, -0.08668, 0.99577], [-2.35007, -1.21696, -0.41440], [-1.62695, -1.75826, 1.19232], [3.59024, 0.99771, 0.68010], [3.48042, 2.56088, 0.16000], [0.20151, -0.12840, 0.91192]],
  "lowdin_charge": [-0.17, -0.06, -0.09, -0.08, 0.03, 0.17, 0.23, -0.17, -0.07, 0.15, 0.13, 0.15, 0.10, 0.16, 0.09, 0.13, 0.15, 0.15],
  "charge": 1,
  "multiplicity": 1,
  "lumo_ev": [-5.10, -5.10],
  "homo_ev": [-12.68, -12.68]
}

[2]
{
  "formula": "C5H9FN4",
  "method": "ωB97M-V with the def2-TZVPD basis set",
  "elements": ["C", "C", "C", "C", "C", "N", "N", "N", "N", "F", "H", "H", "H", "H", "H", "H", "H", "H", "H"],
  "positions_angstrom": [[0.90188, -0.05633, -0.82530], [-1.94454, 1.61833, 0.27894], [-2.34956, -0.92525, -0.31366], [2.35143, -1.54032, 0.61500], [-1.80968, 0.29969, 0.34316], [0.96836, 1.29305, -1.00396], [1.96869, 1.81243, -0.25880], [2.55216, 0.90269, 0.38815], [1.89976, -0.26263, 0.04242], [-0.94336, -0.05002, 1.32698], [0.56715, 1.83719, -1.72672], [-1.38847, 2.22879, 1.05200], [-2.61302, 2.08406, -0.39564], [-1.69967, -1.38998, -1.06575], [-3.15778, -0.67254, -1.01915], [-2.51366, -1.65021, 0.34366], [3.31167, -1.58880, 0.85653], [1.63443, -1.63480, 1.42432], [2.26419, -2.30535, -0.06220]],
  "lowdin_charge": [-0.08, 0.04, -0.03, 0.00, -0.43, 0.00, -0.02, 0.05, -0.19, -0.01, 0.12, 0.10, 0.04, 0.08, 0.10, 0.03, 0.04, 0.10, 0.06],
  "charge": 0,
  "multiplicity": 1,
  "lumo_ev": 1.03,
  "homo_ev": -9.24
}

[3]
{
  "formula": "C5H9FO",
  "method": "ωB97M-V with the def2-TZVPD basis set",
  "elements": ["C", "C", "O", "F", "H", "H", "H", "C", "C", "C", "H", "H", "H", "H", "H", "H"],
  "positions_angstrom": [[2.49990, -1.03109, 0.31315], [2.59108, 0.39439, -0.05691], [2.88643, 1.27272, 0.65378], [2.19046, 0.69476, -1.35513], [1.60051, -1.32120, -0.39348], [3.45389, -1.63246, 0.04427], [2.27530, -1.14395, 1.40665], [-1.44040, 0.23979, 1.16348], [-1.81720, 0.83328, 0.10178], [-2.44006, 0.07203, -1.02088], [-1.34628, -0.81190, 1.17436], [-0.90673, 0.73834, 1.91998], [-1.68705, 1.85727, 0.00346], [-2.01377, 0.45556, -1.98092], [-2.34761, -0.98277, -0.87280], [-3.49848, 0.36521, -1.10079]],
  "lowdin_charge": [-0.01, -0.54, 0.16, 0.04, 0.12, 0.12, 0.10, -0.03, -0.25, -0.10, 0.05, 0.05, 0.08, 0.09, 0.06, 0.08],
  "charge": 0,
  "multiplicity": 1,
  "lumo_ev": 0.81,
  "homo_ev": -9.90,
  "smiles": "CC(=O)F.C=CC"
}

[4]
{
  "formula": "C5H9FO",
  "method": "ωB97M-V with the def2-TZVPD basis set",
  "elements": ["O", "C", "C", "C", "C", "C", "F", "H", "H", "H", "H", "H", "H", "H", "H", "H"],
  "positions_angstrom": [[-1.11821, -0.72711, -1.51970], [0.13942, -0.07124, -1.59592], [1.19228, -0.79789, -0.71319], [1.01446, -0.97137, 0.80633], [0.14041, -0.36843, 1.57738], [-0.85480, 0.67208, 1.07387], [-0.24369, 1.94298, 0.79893], [-1.62701, -0.47976, -2.27795], [0.07748, 0.96486, -1.22038], [0.49570, -0.03775, -2.63909], [1.43527, -1.82311, -1.12023], [2.16776, -0.24710, -0.74480], [1.73185, -1.61120, 1.34863], [0.08172, -0.49023, 2.68106], [-1.56226, 0.82935, 1.87746], [-1.45230, 0.44601, 0.17178]],
  "lowdin_charge": [-0.08, -0.26, -0.15, -0.11, -0.09, -0.18, -0.10, 0.08, 0.10, 0.12, 0.12, 0.12, 0.11, 0.11, 0.10, 0.10],
  "charge": 0,
  "multiplicity": 1,
  "lumo_ev": 0.85,
  "homo_ev": -9.83,
  "smiles": "OCC/C=C\\CF"
}

[5]
{
  "formula": "C5H9FO2",
  "method": "ωB97M-V with the def2-TZVPD basis set",
  "elements": ["O", "C", "C", "C", "C", "C", "F", "O", "H", "H", "H", "H", "H", "H", "H", "H", "H"],
  "positions_angstrom": [[1.48063, 1.44600, 0.37529], [1.94320, 0.24313, -0.23227], [1.02781, -0.91225, -0.20104], [0.14592, -1.10692, 1.04294], [-1.05589, -0.97119, 0.01601], [-1.99270, 0.23142, 0.10096], [-1.36344, 1.38008, -0.14686], [-0.12065, -0.69251, -1.06696], [0.51984, 1.48422, 0.16308], [2.23523, 0.44653, -1.23230], [2.88474, 0.00941, 0.35755], [1.61796, -1.78594, -0.57617], [0.29255, -2.03151, 1.42878], [0.10870, -0.31731, 1.77124], [-1.62898, -1.93294, -0.03855], [-2.22464, 0.45172, 1.19970], [-2.82423, 0.32197, -0.57789]],
  "lowdin_charge": [-0.06, -0.22, -0.30, -0.01, -0.23, -0.18, -0.04, -0.06, 0.07, 0.11, 0.15, 0.16, 0.07, 0.11, 0.15, 0.15, 0.12],
  "charge": 0,
  "multiplicity": 1,
  "lumo_ev": 0.97,
  "homo_ev": -9.93,
  "smiles": "OC[C@H]1C[C@@H](CF)O1"
}

[6]
{
  "formula": "C5H9FSi",
  "method": "ωB97M-V with the def2-TZVPD basis set",
  "elements": ["C", "C", "C", "C", "C", "F", "Si", "H", "H", "H", "H", "H", "H", "H", "H", "H"],
  "positions_angstrom": [[-1.95338, -1.20003, 1.05746], [1.94042, 0.06781, 1.61756], [-1.52065, 0.02294, 0.93000], [1.53972, 0.48405, 0.39902], [-0.33109, 0.80981, -2.10448], [-0.64174, 2.44236, 0.32054], [-0.19685, 0.90641, -0.09052], [-2.82004, -1.42584, 1.62715], [-1.51810, -2.06310, 0.55743], [2.97900, -0.12208, 1.72044], [1.21801, -0.04452, 2.34291], [-1.87633, 0.89845, 1.65519], [2.36950, 0.76776, -0.19551], [-1.13510, 1.47178, -2.46706], [0.77009, 1.06331, -2.34111], [-0.41058, -0.13200, -2.64546]],
  "mulliken_spin": [0.00, 1.04, 0.01, 0.74, 0.01, 0.02, 0.09, 0.00, 0.00, 0.02, 0.04, 0.00, 0.02, 0.00, 0.00, 0.00],
  "charge": 0,
  "s_squared": 2.00,
  "multiplicity": 3,
  "lumo_ev": [1.01, -2.86],
  "homo_ev": [-6.34, -10.13]
}

[7]
{
  "formula": "C5H9GaO3",
  "method": "ωB97M-V with the def2-TZVPD basis set",
  "elements": ["O", "C", "C", "H", "H", "H", "O", "C", "C", "O", "C", "Ga", "H", "H", "H", "H", "H", "H"],
  "positions_angstrom": [[-1.53415, 1.62318, 0.33034], [-2.05062, 0.73123, -0.39711], [-2.17968, -0.67210, 0.13525], [1.36780, 0.41548, -2.09933], [-3.22064, -0.86814, 0.42925], [-2.04580, -1.31495, -0.75520], [1.60400, 1.03198, -0.23495], [1.24736, -0.12359, -0.87461], [1.08304, -1.14181, 0.27848], [0.09027, -0.58925, 1.16280], [-1.22588, -1.14071, 1.22562], [0.23523, 1.30599, 1.06469], [0.60993, -0.70060, -1.58286], [2.01706, -1.35743, 0.81369], [0.70617, -2.09688, -0.11566], [-1.63004, -0.86918, 2.20864], [-1.13638, -2.23418, 1.19910], [-2.38183, 0.72405, -1.45272]],
  "lowdin_charge": [0.03, -0.04, -0.08, 0.36, 0.18, 0.15, -0.07, -0.15, -0.06, -0.19, -0.11, 0.94, 0.19, 0.18, 0.16, 0.17, 0.17, 0.18],
  "charge": 2,
  "multiplicity": 1,
  "lumo_ev": [-10.68, -11.52],
  "homo_ev": [-19.00, -17.89]
}

[8]
{
  "formula": "C5H9HgO4",
  "method": "ωB97M-V with the def2-TZVPD basis set",
  "elements": ["C", "C", "O", "H", "H", "H", "H", "H", "H", "O", "C", "C", "O", "O", "C", "Hg", "H", "H", "H"],
  "positions_angstrom": [[-4.92957, 2.63144, -0.46406], [-3.59535, 2.01333, -0.05269], [-3.58764, 0.68118, -0.46981], [-4.94223, 3.68813, -0.16526], [-5.06230, 2.57426, -1.55264], [-5.76286, 2.11104, 0.02671], [-3.49373, 2.07543, 1.04514], [-2.76864, 2.58047, -0.51639], [-2.61119, -0.09005, -0.28652], [-0.44088, -1.00277, 0.83397], [0.74756, -0.91618, 0.24022], [-1.41856, -1.31956, -0.12426], [1.70608, -0.39106, 0.75410], [0.69996, -1.33676, -1.00699], [-0.63268, -1.78815, -1.32577], [3.54908, 0.53315, 0.96366], [-2.17125, -1.98630, 0.29693], [-0.93790, -1.32505, -2.27078], [-0.60612, -2.88139, -1.43511]],
  "mulliken_spin": [0.04, 0.00, 0.28, 0.00, 0.00, 0.00, 0.00, 0.00, -0.09, 0.02, -0.01, 0.68, -0.05, 0.00, -0.02, 1.09, 0.01, 0.02, 0.03],
  "charge": 1,
  "s_squared": 2.02,
  "multiplicity": 3,
  "lumo_ev": [-3.69, -7.44],
  "homo_ev": [-12.71, -12.52]
}

[9]
{
  "formula": "C5H9IN2O2S",
  "method": "ωB97M-V with the def2-TZVPD basis set",
  "elements": ["C", "C", "C", "C", "C", "N", "N", "O", "O", "S", "I", "H", "H", "H", "H", "H", "H", "H", "H", "H"],
  "positions_angstrom": [[-1.64798, 0.45607, -1.05941], [-2.50773, -0.52197, -0.48002], [0.21996, -1.01445, -1.03136], [1.57787, -0.55863, -0.46584], [0.80860, -0.11112, 1.88797], [-0.41970, 0.08145, -1.56682], [1.42155, 0.27562, 0.69253], [1.99208, 2.39556, -0.60570], [0.03483, 2.54190, 0.97503], [0.77045, 1.86028, -0.04858], [-4.39737, -0.31574, 0.34465], [-1.97141, 1.39476, -1.45242], [-2.01263, -1.48131, -0.29873], [0.54672, -1.63629, -1.84239], [-0.36974, -1.45911, -0.33178], [2.04133, -1.50151, -0.16285], [2.07742, 0.05395, -1.23014], [0.30070, -1.03149, 1.89472], [1.54892, -0.07608, 2.67117], [-0.01388, 0.64812, 2.10997]],
  "lowdin_charge": [-0.26, -0.64, -0.27, -0.20, -0.13, 0.00, -0.24, -0.35, -0.35, 0.82, 0.82, 0.10, 0.02, 0.13, 0.05, 0.14, 0.12, 0.07, 0.09, 0.10],
  "charge": 0,
  "multiplicity": 1,
  "lumo_ev": [-1.77, -1.64],
  "homo_ev": [-8.70, -8.57]
}

[10]
{
  "formula": "C5H9IN3",
  "method": "ωB97M-V with the def2-TZVPD basis set",
  "elements": ["C", "C", "N", "C", "I", "N", "C", "N", "C", "H", "H", "H", "H", "H", "H", "H", "H", "H"],
  "positions_angstrom": [[1.57366, -2.26937, 0.39872], [0.88075, -0.95843, 0.25833], [0.07209, -0.88505, -0.77978], [-0.90962, 0.21819, -0.77405], [-2.95298, -0.58429, -0.16127], [-0.47711, 1.39539, -0.07194], [-1.30746, 2.51324, -0.10673], [0.45265, 1.29862, 0.84945], [1.08886, 0.13880, 1.06193], [2.65619, -2.21743, 0.04955], [1.07797, -2.94767, -0.33142], [1.64052, -2.75667, 1.37051], [-0.05590, -1.70820, -1.36576], [-0.97577, 0.37110, -1.90664], [-2.30253, 2.11487, -0.35699], [-1.22436, 3.07245, 0.88967], [-0.99850, 3.05777, -0.96923], [1.76156, 0.14668, 1.94564]],
  "lowdin_charge": [0.02, -0.27, 0.08, -0.56, 0.78, -0.22, -0.04, 0.18, -0.04, 0.14, 0.10, 0.11, 0.16, 0.14, 0.04, 0.15, 0.10, 0.15],
  "charge": 1,
  "multiplicity": 1,
  "lumo_ev": -5.42,
  "homo_ev": -13.26,
  "smiles": "CC1=[NH+][C@@H](I)N(C)N=C1"
}

[11]
{
  "formula": "C5H9N",
  "method": "ωB97M-V with the def2-TZVPD basis set",
  "elements": ["C", "C", "C", "N", "C", "C", "H", "H", "H", "H", "H", "H", "H", "H", "H"],
  "positions_angstrom": [[-0.88383, -1.61272, 1.75240], [-1.23104, -0.68250, 0.86871], [-0.23891, 0.19758, 0.20357], [0.64718, 0.85041, 1.04372], [-0.20695, 0.25197, -1.12839], [0.84168, 0.87983, -1.98461], [0.11054, -1.63261, 2.16372], [-1.52168, -2.36260, 2.18329], [-2.24847, -0.67854, 0.48784], [1.41610, 1.37737, 0.67035], [0.88704, 0.39206, 1.90703], [-1.01453, -0.26281, -1.62446], [1.28466, 1.78074, -1.51998], [0.44940, 1.28009, -2.91933], [1.70881, 0.22173, -2.10386]],
  "lowdin_charge": [0.01, -0.13, -0.39, 0.11, -0.14, -0.11, 0.05, 0.05, 0.10, 0.08, 0.08, 0.09, 0.06, 0.07, 0.08],
  "charge": 0,
  "multiplicity": 1,
  "lumo_ev": 1.06,
  "homo_ev": -7.80,
  "smiles": "C=C/C(N)=C/C"
}

[12]
{
  "formula": "C5H9N",
  "method": "ωB97M-V with the def2-TZVPD basis set",
  "elements": ["C", "C", "C", "C", "C", "N", "H", "H", "H", "H", "H", "H", "H", "H", "H"],
  "positions_angstrom": [[1.39925, 1.76051, 0.43661], [1.09469, 0.30367, 0.25364], [0.15401, -0.18062, -0.55299], [-0.08849, -1.65755, -0.75036], [-1.44815, -2.06400, -0.37887], [-2.52736, -2.37891, -0.08415], [1.42102, 2.03061, 1.49788], [0.65899, 2.39050, -0.06540], [2.38866, 2.00234, 0.02412], [1.70282, -0.39731, 0.82903], [-0.47776, 0.49453, -1.12992], [0.61964, -2.24130, -0.15253], [0.06626, -1.93928, -1.79957], [-2.43128, 1.29373, 1.03434], [-2.53231, 0.58309, 0.83816]],
  "lowdin_charge": [-0.10, -0.17, -0.15, -0.19, -0.23, 0.13, 0.07, 0.07, 0.08, 0.11, 0.11, 0.12, 0.12, 0.03, 0.01],
  "charge": 0,
  "multiplicity": 1,
  "lumo_ev": 0.97,
  "homo_ev": -10.00,
  "smiles": "C/C=C/CC#N.[H][H]"
}

[13]
{
  "formula": "C5H9N",
  "method": "ωB97M-V with the def2-TZVPD basis set",
  "elements": ["C", "C", "C", "N", "C", "C", "H", "H", "H", "H", "H", "H", "H", "H", "H"],
  "positions_angstrom": [[1.94543, -1.09793, -1.86898], [1.05336, -0.25379, -1.39229], [-0.15246, -0.68628, -0.64349], [-0.96089, 0.23316, 0.13426], [-0.70362, 0.40960, 1.57555], [-1.18297, 1.41139, 2.23919], [2.72788, -0.82085, -2.57844], [1.89434, -2.13200, -1.59245], [1.07537, 0.81891, -1.81670], [-0.66688, -1.00402, -1.59437], [-0.16401, -1.63080, 0.06115], [-0.96061, 1.20478, -0.26761], [-0.04378, -0.29887, 2.04957], [-2.14089, 2.07397, 2.03730], [-0.75354, 1.45881, 3.30185]],
  "lowdin_charge": [-0.04, -0.21, -0.28, -0.07, -0.25, -0.07, 0.06, 0.05, 0.13, 0.12, 0.16, 0.13, 0.10, 0.10, 0.07],
  "charge": 0,
  "multiplicity": 1,
  "lumo_ev": 1.21,
  "homo_ev": -8.37,
  "smiles": "C=CCNC=C"
}

[14]
{
  "formula": "C5H9N",
  "method": "ωB97M-V with the def2-TZVPD basis set",
  "elements": ["C", "N", "C", "H", "H", "H", "C", "C", "C", "H", "H", "H", "H", "H", "H"],
  "positions_angstrom": [[-0.86602, -1.71172, -0.13280], [-1.82641, -1.41642, -0.88182], [-1.90991, -0.96624, 0.55964], [0.09461, -2.20812, -0.19570], [-1.82112, 0.10672, 0.75958], [-2.65060, -1.46316, 1.17762], [1.79557, -0.00012, 0.61676], [0.82932, 0.88119, 0.38272], [0.48579, 1.44340, -0.97138], [2.01506, -0.36175, 1.61755], [2.42947, -0.35964, -0.19219], [0.23514, 1.25363, 1.22128], [1.05543, 0.96245, -1.77283], [0.71346, 2.51320, -0.99587], [-0.57978, 1.32659, -1.19258]],
  "lowdin_charge": [-0.18, 0.10, -0.17, 0.10, 0.06, 0.07, -0.03, -0.27, -0.11, 0.06, 0.06, 0.09, 0.08, 0.07, 0.06],
  "charge": 0,
  "multiplicity": 1,
  "lumo_ev": 1.14,
  "homo_ev": -9.81,
  "smiles": "C1=NC1.C=CC"
}

Table of calculated total energy (eV), in record order: -12506.5492; -14004.8207; -10094.7579; -10094.4445; -12141.3011; -15921.8172; -63824.0004; -17683.9315; -31337.0041; -17893.2598; -6819.7895; -6819.3225; -6818.1568; -6817.9652
Table of maximum force (eV/Å), in record order: 4.06; 5.55; 2.91; 2.10; 3.74; 7.89; 3.23; 4.06; 3.36; 4.91; 1.42; 1.76; 4.86; 0.70